Formula: H39O20
Source: OMol25
Level of theory: the ωB97M-V functional and the def2-TZVPD basis

Computed properties:
**Energy above the lowest of the compared OMol25 structures with the same formula, charge and spin**: 182.9 kcal/mol
**M**: 359.292 g mol⁻¹
**Calculated total energy**: -1528.06888 Ha
**HOMO**: -7.744 eV
**Strongest force on any atom**: 13.91 eV/Å
**Total charge**: -1
**2S+1**: 1
**LUMO level**: 1.914 eV

Bonds (Å) are listed after each position.
Positions of all 59 atoms, in Å:
1 O 1.006 2.616 -1.927  H22 1.042, H27 1.115
2 O 1.223 2.263 2.409  H29 0.942, H38 0.992
3 O 3.809 1.333 -0.163  H34 1.003, H54 0.975
4 O -1.735 -5.083 2.700  H48 0.816, H55 1.014
5 O 2.430 -5.293 0.658  H24 1.011, H45 0.930
6 O -1.352 -3.825 -0.680  H26 0.913, H35 0.893
7 O 2.446 -1.152 -2.168  H28 0.961, H40 1.015
8 O -5.263 0.381 2.614  H21 0.964, H57 0.966
9 O -2.646 4.621 -1.511  H41 1.011, H56 0.897
10 O -2.821 2.498 1.613  H44 0.997, H50 0.877
11 O 1.686 -3.823 -2.240  H23 0.979, H42 1.013
12 O 0.532 5.581 -1.956  H39 0.925, H58 0.994
13 O -0.468 3.838 0.968  H33 0.973, H49 0.984
14 O 1.082 3.830 -4.131  H32 0.950, H47 1.021
15 O 1.312 0.519 0.180  H31 0.962
16 O -1.358 0.538 -0.977  H43 1.017, H46 1.009
17 O -3.280 -1.878 0.781  H30 1.072, H37 1.064
18 O 2.622 -2.298 1.286  H51 1.004, H53 1.050
19 O 0.402 -3.015 2.882  H25 0.946, H59 1.068
20 O 0.502 -1.749 -0.273  H36 0.819, H52 0.978
21 H -4.911 0.452 3.508  O8 0.964
22 H 0.495 3.227 -1.255  O1 1.042
23 H 0.936 -3.280 -2.559  O11 0.979
24 H 2.719 -5.427 -0.301  O5 1.011
25 H -0.045 -2.329 2.409  O19 0.946
26 H -1.870 -3.411 -1.308  O6 0.913
27 H 1.332 1.939 -1.103  O1 1.115
28 H 1.508 -1.097 -2.365  O7 0.961
29 H 1.131 1.444 2.865  O2 0.942
30 H -3.276 -0.932 0.277  O17 1.072
31 H 2.136 0.134 0.492  O15 0.962
32 H 0.311 3.293 -3.995  O14 0.950
33 H -0.610 3.233 1.717  O13 0.973
34 H 2.850 1.483 0.093  O3 1.003
35 H -0.765 -3.231 -0.362  O6 0.893
36 H 0.095 -1.992 0.395  O20 0.819
37 H -3.880 -1.365 1.495  O17 1.064
38 H 1.095 1.859 1.512  O2 0.992
39 H 1.183 5.317 -2.558  O12 0.925
40 H 2.393 -0.426 -1.461  O7 1.015
41 H -1.987 3.932 -1.177  O9 1.011
42 H 2.435 -3.188 -1.996  O11 1.013
43 H -0.448 0.330 -0.574  O16 1.017
44 H -2.967 1.823 0.895  O10 0.997
45 H 1.657 -4.779 0.695  O5 0.930
46 H -0.977 1.206 -1.630  O16 1.009
47 H 1.631 3.170 -3.578  O14 1.021
48 H -1.034 -5.099 3.116  O4 0.816
49 H 0.499 3.671 0.891  O13 0.984
50 H -2.904 3.271 1.207  O10 0.877
51 H 2.031 -1.857 0.603  O18 1.004
52 H 0.397 -0.778 -0.286  O20 0.978
53 H 3.214 -3.057 0.869  O18 1.050
54 H 4.323 0.870 0.523  O3 0.975
55 H -1.521 -4.941 1.719  O4 1.014
56 H -3.361 4.079 -1.480  O9 0.897
57 H -5.322 1.290 2.292  O8 0.966
58 H -0.422 5.531 -2.228  O12 0.994
59 H 0.900 -3.575 2.121  O19 1.068